C28H39ClEuN3O4 | ωB97M-V/def2-TZVPD

```
76
C28H39ClEuN3O4 | the OMol25 dataset | ωB97M-V/def2-TZVPD
O 1.150 0.052 -2.696
C -0.074 0.304 -3.135
C 0.011 1.728 -3.717
C 0.467 2.815 -2.958
H 0.651 2.704 -1.891
C 0.670 4.056 -3.593
H 1.082 4.910 -3.021
C 0.347 4.201 -4.955
H 0.504 5.157 -5.454
C -0.169 3.119 -5.689
H -0.451 3.210 -6.747
C -0.312 1.877 -5.062
H -0.701 0.998 -5.573
H -0.265 -0.416 -3.965
C -2.000 -1.320 -2.266
C -1.450 0.081 -2.186
H -2.988 -1.453 -2.778
H -2.143 -1.713 -1.243
H -1.299 -1.994 -2.789
C -2.317 1.116 -2.102
C -3.813 1.071 -1.949
H -1.975 2.131 -2.295
H -4.356 1.501 -2.823
H -4.092 1.645 -1.049
H -4.152 0.035 -1.803
Eu -0.442 -0.032 0.489
Cl -1.854 2.144 0.747
C -1.515 -0.130 3.128
O -1.126 -1.100 2.430
N -1.690 -0.168 4.443
C -1.404 -1.384 5.199
C -2.192 0.988 5.168
H -1.687 0.875 2.673
H -0.824 -2.075 4.581
H -2.354 -1.849 5.519
H -0.830 -1.109 6.106
H -2.447 1.762 4.418
H -1.425 1.389 5.845
H -3.082 0.719 5.746
H 4.929 1.732 -2.199
H 4.428 1.723 0.787
C 3.832 1.817 -2.161
C 3.466 1.970 0.303
N 3.308 1.222 -0.934
H 3.385 1.283 -3.008
C 2.855 -0.045 -0.945
O 2.219 -0.578 0.002
H 2.645 1.753 1.007
H 3.128 -0.602 -1.852
H 3.555 2.877 -2.201
H 3.474 3.034 0.050
H 0.062 -5.778 0.460
H 2.250 -5.643 -1.143
C -0.393 -5.178 -0.339
C 1.631 -4.979 -1.762
N 0.604 -4.329 -0.967
H -1.192 -4.564 0.072
C 0.622 -3.009 -0.751
O -0.243 -2.400 -0.081
H 2.264 -4.222 -2.220
H 1.459 -2.477 -1.218
H -0.789 -5.871 -1.090
H 1.169 -5.592 -2.547
C 1.073 1.162 2.121
C 1.285 1.077 3.344
C 1.528 0.922 4.728
C 2.026 -0.301 5.214
C 2.033 -0.543 6.586
C 1.589 0.443 7.472
C 1.170 1.697 6.994
C 1.157 1.952 5.630
H 2.364 -1.048 4.490
H 2.385 -1.510 6.963
H 1.576 0.248 8.545
H 0.852 2.469 7.698
H 0.843 2.910 5.215
```

F_max in eV Å⁻¹: 3.14
Gap between HOMO and LUMO (spin up / spin down) in eV: 5.4 / 6.5
Total charge: -1
HOMO (spin up / spin down) in eV: -2.95 / -4.06
LUMO energy (spin up / spin down) in eV: 2.41 / 2.41
Multiplicity: 8

Charge distribution, Mulliken scheme, values in e: -0.63, -0.36, -0.23, 0.15, 0.55, -0.80, 0.36, -0.41, 0.34, -0.58, 0.34, -0.35, 0.33, 0.19, -1.60, 1.18, 0.38, 0.34, 0.35, -0.33, -1.47, 0.50, 0.28, 0.29, 0.37, 0.99, -0.64, 0.47, -0.73, 0.39, -0.96, -0.83, 0.06, 0.26, 0.30, 0.30, 0.28, 0.21, 0.32, 0.33, 0.29, -0.98, -0.47, 0.40, 0.33, -0.38, -0.67, -0.01, 0.57, 0.31, 0.33, 0.31, 0.32, -0.96, -0.94, 0.25, 0.24, 0.61, -0.62, 0.29, -0.11, 0.33, 0.31, -0.91, -0.10, 0.68, -0.44, -0.51, -0.39, -0.26, -0.69, 0.43, 0.34, 0.35, 0.37, 0.44